[1]
{
  "formula": "C32H56N8O6P",
  "method": "ωB97M-V/def2-TZVPD",
  "elements": ["C", "C", "N", "H", "H", "H", "N", "H", "H", "C", "H", "H", "H", "H", "C", "C", "O", "H", "N", "C", "P", "C", "C", "O", "H", "C", "C", "H", "H", "N", "H", "C", "C", "C", "H", "H", "H", "H", "H", "H", "H", "C", "H", "H", "N", "H", "C", "C", "H", "C", "H", "C", "C", "H", "C", "H", "C", "O", "H", "C", "O", "C", "H", "N", "H", "H", "H", "H", "C", "C", "C", "C", "H", "H", "H", "N", "H", "H", "H", "H", "C", "O", "H", "H", "H", "H", "H", "C", "H", "H", "H", "H", "H", "O", "H", "H", "H", "C", "H", "H", "C", "C", "N"],
  "xyz": [[2.644352, -1.637323, -4.643138], [1.512383, -3.343828, -0.568250], [3.138643, -0.428200, -2.349016], [1.849327, 4.583263, 1.946207], [4.860198, -2.835634, -3.330718], [-7.265974, -5.695552, 1.180412], [-5.538139, -5.543056, -3.135178], [-2.296510, -0.822556, -1.769938], [6.224958, 1.553086, 5.579256], [-5.594137, -4.706737, 0.230774], [-2.218515, -1.673332, 0.463048], [-4.931439, -5.567694, 0.356517], [3.861536, 3.055187, -1.145292], [-8.540034, 0.555445, -1.467473], [4.580703, -3.256786, -4.299176], [-5.402641, -4.849113, -2.227753], [-0.365556, -2.495606, 0.993740], [-7.167314, 2.407279, -3.484849], [5.765686, 3.489057, 3.179557], [-7.195292, 1.486296, -2.896590], [1.852765, 3.150512, 0.358317], [-3.018527, -2.871704, -3.259297], [3.754208, 2.613583, 4.672710], [1.979079, 3.616204, 1.996167], [-1.469236, -4.302417, -3.251006], [6.102657, 6.744477, 6.018254], [-5.926179, 1.376163, -2.047198], [-3.020048, -4.894786, -3.861673], [4.284910, 2.863148, 0.590633], [-3.547982, -1.941782, -2.793204], [1.370308, -4.150289, -1.343842], [-0.671134, -0.056797, 0.535658], [7.504020, 6.729232, 8.145232], [-5.225508, -3.951923, -1.050377], [2.844450, -3.593603, -5.514658], [1.528338, -0.476512, 2.153840], [3.406531, 1.994198, 6.701889], [-7.222633, 0.653786, -3.604040], [6.283502, 7.810008, 5.861126], [5.984618, 6.270127, 5.041562], [-5.869167, -3.077373, -1.168271], [-2.335147, -4.043406, -3.863854], [-3.780278, -4.176658, -6.258071], [5.634604, 1.048986, 7.156900], [3.862372, 6.444773, 7.401545], [7.084965, 5.032530, 6.900222], [0.604300, 1.763854, 0.291177], [-1.892024, -3.712642, -5.292181], [2.972397, 3.374304, 4.699398], [-8.471200, 1.470768, -2.061620], [-7.230501, -5.903760, -0.564915], [3.550813, 2.534228, -0.197941], [4.841993, 6.574972, 6.795945], [5.172958, -2.762129, -5.072844], [-1.294162, -1.398899, 1.043902], [7.705013, 7.800089, 8.057950], [3.087901, -3.101540, -4.570141], [-2.093225, 1.024689, -2.716742], [4.969524, 0.307542, 5.695311], [-5.839601, 2.524817, -1.105059], [-1.601481, 0.246577, -3.742126], [-7.040281, -5.190527, 0.239717], [2.165127, -2.568678, -1.050916], [-5.772541, 3.412195, -0.376290], [3.608986, 1.418659, -0.274764], [-8.518417, 2.325220, -1.383147], [-5.927472, 0.445028, -1.474943], [6.642022, 6.593823, 8.802083], [-2.205120, 0.269362, -1.520682], [2.922936, -0.954086, -3.350176], [4.249808, 2.319402, 6.087745], [-3.058659, -3.357717, -6.207949], [1.951100, -3.780668, 0.366667], [-1.185579, -2.876823, -5.276507], [3.334398, 1.713377, 4.218262], [0.371555, 0.653179, 1.121985], [-0.370996, 2.527794, -1.634435], [-9.348501, 1.521818, -2.708445], [-0.625956, 0.337442, -3.772844], [8.178704, 6.204604, 6.176825], [7.269567, 6.103263, 6.774467], [-0.629338, -2.598179, -1.277390], [3.174221, -1.115055, -5.442606], [-4.193144, -3.605462, -1.020744], [-2.700310, -3.158750, -7.219406], [-5.042516, 1.377951, -2.689668], [-7.734411, -4.353393, 0.128655], [4.888339, 3.108207, 3.830415], [4.635603, 3.237468, 6.539261], [-1.362163, -4.573303, -5.707501], [2.528527, -3.618676, -3.784807], [4.855816, -4.312532, -4.284819], [1.573982, -1.578349, -4.851583], [1.046365, 0.370528, 2.248897], [-3.168300, 0.564990, -1.008943], [-5.433732, -4.049129, 1.089630], [-3.579891, -2.460596, -5.866227], [5.331524, 1.244924, 6.126995], [8.360710, 6.262168, 8.634299], [-1.629581, -1.312346, 2.117222], [0.068547, -2.760249, -0.298769], [-0.331670, 1.774628, -0.824433], [-1.095690, 0.610947, -0.585950]],
  "forces_ev_per_a": [[0.13, -0.02, 0.55], [-0.84, -0.38, 0.78], [-0.20, -0.23, -0.16], [0.02, -0.56, 0.29], [-0.01, 0.04, -0.06], [-0.02, 0.06, -0.04], [0.12, 0.15, 0.23], [0.63, 1.15, 0.48], [-0.06, -0.02, -0.03], [-0.18, -0.17, 0.18], [0.99, 0.61, 0.29], [0.05, 0.11, -0.03], [-0.69, -0.67, 0.85], [-0.03, 0.05, -0.01], [0.02, -0.04, 0.01], [0.12, 0.58, 0.22], [1.09, 0.79, -1.01], [0.13, -0.07, 0.02], [-0.78, -0.32, 0.59], [-0.37, -0.03, -0.06], [0.19, 1.18, -0.11], [-0.69, 1.09, 0.67], [0.67, 0.36, -0.10], [-0.03, -0.50, -1.56], [-0.12, 0.12, 0.13], [-0.37, -0.33, 0.44], [-0.12, 0.58, 0.13], [-0.09, 0.13, 0.06], [-0.71, -0.31, -0.59], [0.79, -2.02, -1.09], [0.09, 0.79, 0.96], [-0.49, -0.28, 0.11], [0.04, -0.03, 0.04], [-0.25, -0.73, -0.10], [-0.10, 0.11, 0.04], [-0.26, 0.33, -0.36], [-0.05, 0.12, -0.10], [0.15, 0.04, 0.03], [-0.10, -0.04, 0.05], [-0.12, 0.06, 0.04], [0.05, -0.05, -0.16], [-0.08, 0.44, -0.01], [0.02, 0.06, 0.01], [-0.04, -0.03, -0.06], [1.13, 0.04, -0.69], [-0.03, 0.05, -0.13], [-0.07, 0.58, -1.22], [-0.07, 0.13, -0.35], [0.08, -0.01, -0.17], [-0.04, 0.01, -0.01], [0.02, 0.08, -0.01], [0.25, -0.44, 1.03], [-0.62, 0.11, 0.06], [-0.01, -0.03, 0.06], [-1.01, 0.44, 0.33], [-0.01, -0.05, 0.03], [0.26, -0.26, 0.03], [-0.24, 0.59, 2.11], [0.05, 0.02, 0.02], [0.21, -0.43, -0.16], [0.80, -1.31, -1.35], [-0.02, -0.03, 0.06], [-0.66, -0.47, 0.76], [0.02, -0.22, -0.17], [0.05, 1.02, -0.21], [0.05, -0.06, 0.00], [0.00, 0.07, 0.03], [0.00, 0.05, -0.07], [-1.65, -0.72, -0.11], [-0.16, 0.08, -0.47], [0.23, -0.20, 0.29], [-0.01, 0.00, -0.07], [-0.17, 0.52, -0.97], [0.02, -0.07, 0.09], [0.08, 0.08, -0.11], [-2.27, 0.27, -4.16], [-0.41, -0.95, 0.72], [0.04, -0.04, 0.04], [-0.47, 0.40, 0.42], [-0.12, -0.02, -0.09], [0.23, 0.01, 0.27], [0.00, 0.54, 1.31], [0.00, 0.06, 0.11], [-0.09, -0.06, -0.07], [-0.03, -0.04, 0.04], [0.03, 0.02, 0.10], [0.01, -0.06, 0.00], [-0.16, 0.05, -0.32], [-0.12, 0.00, -0.05], [0.01, 0.00, 0.16], [-0.09, 0.07, -0.08], [0.00, 0.07, -0.04], [0.04, 0.12, 0.06], [0.09, -0.25, 0.62], [1.03, -0.02, -0.66], [0.08, 0.03, -0.09], [0.01, -0.06, 0.04], [0.04, 0.02, 0.06], [-0.02, 0.06, -0.03], [0.67, 0.02, -1.08], [0.83, -0.96, -1.80], [2.14, -1.61, 4.35], [1.57, 0.62, 0.00]],
  "lowdin_charge": [-0.1693, 0.0334, 0.1538, 0.0486, 0.0710, 0.0760, 0.1595, 0.0725, 0.0704, -0.2676, 0.1391, 0.1123, 0.0473, 0.0760, -0.1015, -0.2296, -0.0076, 0.1151, 0.1412, -0.2625, 0.9384, -0.1841, -0.1881, -0.3379, 0.1074, -0.1845, -0.1983, 0.1035, 0.0331, 0.1835, 0.0952, -0.0726, -0.1102, -0.1993, 0.1139, 0.1564, 0.1126, 0.1103, 0.1188, 0.1032, 0.1152, -0.1597, 0.0840, 0.0757, 0.1354, 0.1034, -0.2641, -0.2550, 0.1094, -0.1083, 0.0734, -0.2622, -0.2319, 0.0830, -0.0456, 0.0786, -0.2616, -0.1339, 0.0739, -0.2359, -0.0125, -0.1065, 0.0644, 0.1433, 0.0152, 0.0722, 0.1089, 0.0707, -0.1428, -0.2146, -0.2622, -0.0978, 0.0926, 0.0993, 0.1056, -0.0670, 0.1461, 0.0760, 0.1151, 0.1103, -0.2688, 0.0819, 0.1262, 0.0757, 0.0766, 0.1032, 0.0792, -0.2287, 0.0999, 0.1128, 0.0971, 0.0785, 0.1037, 0.1064, 0.1562, 0.1053, 0.0725, -0.1084, 0.0738, 0.1602, -0.4394, 0.0308, 0.0359],
  "e_lumo_ha": -0.11718,
  "homo_energy_ev": -11.494,
  "gap_ev": 8.30,
  "total_charge": 1,
  "multiplicity": 1
}

***

[2]
{
  "formula": "C14H13N7OSSc",
  "method": "ωB97M-V/def2-TZVPD",
  "elements": ["C", "O", "Sc", "N", "C", "C", "N", "H", "H", "H", "C", "N", "C", "C", "N", "H", "H", "C", "C", "C", "H", "C", "H", "H", "C", "H", "H", "N", "H", "H", "C", "N", "C", "H", "N", "S", "C"],
  "xyz": [[-1.878947, 2.143034, 3.044335], [-1.260625, -0.884413, -1.075128], [-1.784648, 0.874543, 0.100664], [-1.692410, -3.559564, -1.681442], [1.619666, -0.151702, 0.810089], [1.892013, -1.402202, -1.244311], [-2.251494, 2.788749, 4.164766], [3.221756, -0.379832, 2.219428], [3.664328, -2.603623, -1.404341], [-0.969111, -4.574309, -0.004971], [-0.279998, 1.079386, -1.923822], [-0.615459, 1.851896, 2.923256], [2.842007, -0.663347, 1.245722], [3.097592, -1.919525, -0.786893], [-0.286914, 1.174415, 1.758359], [1.518782, 1.425877, -2.937470], [0.347823, 3.386932, -4.094190], [3.574039, -1.541508, 0.458796], [-1.562560, -2.549197, 0.480630], [-0.109302, 0.064486, -0.929907], [1.487211, 0.936613, 2.682311], [-0.112851, 2.746692, -3.364080], [-1.555209, 3.011295, 4.855261], [-1.761854, -2.788524, 1.521805], [-1.364832, 2.740918, -2.842385], [4.515944, -1.929620, 0.822087], [-1.521520, -4.429653, -2.186137], [-1.503140, -1.301860, 0.266965], [-2.187236, 3.400740, -3.054532], [-3.212369, 3.027533, 4.320428], [0.917726, 0.712892, 1.782684], [-1.466438, 1.712263, -1.929093], [1.150250, -0.522960, -0.465597], [1.513100, -1.688502, -2.219217], [0.562643, 1.693666, -2.770926], [-3.182649, 1.786442, 1.924860], [-1.365315, -3.668030, -0.468005]],
  "forces_ev_per_a": [[0.15, 0.09, 0.13], [0.45, -0.23, -0.23], [-0.30, 0.43, 0.46], [0.00, 0.01, -0.01], [-0.11, 0.10, 0.04], [0.01, -0.05, -0.04], [0.05, -0.05, -0.07], [-0.01, 0.01, 0.00], [0.00, 0.00, 0.01], [0.01, 0.00, -0.02], [-0.34, 0.59, -0.26], [-0.04, -0.01, -0.18], [0.09, -0.06, -0.02], [-0.02, 0.02, 0.01], [0.19, -0.08, -0.01], [0.00, -0.01, -0.02], [0.03, -0.01, 0.01], [-0.04, 0.04, 0.02], [-0.03, 0.12, 0.12], [-0.03, -0.89, 0.31], [-0.02, 0.00, 0.02], [-0.08, 0.00, 0.04], [-0.01, 0.01, 0.01], [-0.02, -0.02, -0.01], [0.12, -0.01, 0.01], [0.00, 0.00, 0.00], [0.00, -0.01, 0.01], [-0.07, 0.00, -0.20], [0.00, -0.01, -0.01], [-0.01, 0.01, 0.00], [-0.10, -0.07, -0.15], [-0.01, -0.01, 0.09], [0.18, 0.22, 0.10], [0.00, 0.01, 0.01], [0.06, -0.08, 0.00], [-0.12, 0.01, -0.12], [0.03, -0.07, -0.05]],
  "lowdin_charge": [-0.8523, -0.1194, 0.9125, 0.1583, -0.1322, -0.0127, 0.0861, 0.1196, 0.1134, 0.1197, -0.3120, -0.0138, -0.0169, -0.0519, -0.0942, 0.1730, 0.1238, -0.0492, -0.0363, -0.2810, 0.1289, -0.0452, 0.1111, 0.1414, -0.0855, 0.1152, 0.0780, 0.0099, 0.1185, 0.0881, -0.0387, 0.0140, -0.1547, 0.1279, 0.1500, 0.5870, -0.1804],
  "e_lumo_ha": -0.13658,
  "homo_energy_ev": -11.013,
  "gap_ev": 7.30,
  "total_charge": 1,
  "multiplicity": 1,
  "relative_energy_kcal_mol": 123.4
}